Record 1
14
Properties=species:S:1:pos:R:3:forces:R:3 method="wB97M-V/def2-TZVPD" largest_force_ev_per_a=4.941 de_lowest_kj_mol=158.10
C 2.199142 -0.106071 -0.228465 1.600 -0.339 2.104
N 0.814086 0.203882 -0.189957 0.383 -1.350 0.488
C -0.060358 -0.789956 0.257991 1.735 0.826 1.890
O 0.235811 -1.876482 0.815432 -0.582 2.665 -2.098
C -1.427429 -0.271932 0.094121 -4.041 -2.448 -1.448
N -1.715773 1.112101 -0.121555 0.072 1.915 1.000
H 2.863819 0.602848 0.342889 -0.703 0.002 -1.282
H 2.546895 -0.430497 -1.186121 0.445 0.477 -0.812
H 2.375548 -0.971289 0.402544 -0.331 -0.513 0.056
H 0.575987 1.187533 -0.284039 -0.821 -0.791 -0.116
H -1.779138 -0.791628 -0.894808 0.389 0.331 1.875
H -2.142503 -0.520347 0.924564 1.104 -1.217 -0.697
H -1.977523 1.440052 0.843647 0.063 0.342 -1.871
H -2.508564 1.211783 -0.776244 0.686 0.100 0.911



Record 2
15
Properties=species:S:1:pos:R:3:forces:R:3 method="wB97M-V/def2-TZVPD" largest_force_ev_per_a=1.846 de_lowest_kj_mol=108.72 charge=+1
C -1.364929 1.643253 1.786291 0.085 0.240 -1.496
C 0.696148 1.599754 0.475263 -0.879 -1.275 0.559
N -0.387404 1.025647 0.831044 -0.443 0.404 0.486
H -2.071988 0.898033 2.134824 0.308 -0.179 0.150
H -0.739512 2.071355 2.558511 -0.453 0.154 0.313
H -1.944894 2.382091 1.221897 0.180 0.108 0.353
H 0.740671 2.665903 0.657864 0.775 -0.023 0.140
H 1.455361 0.885740 0.145351 0.049 0.929 -0.819
H -0.582889 0.081663 0.487721 0.324 -0.616 0.016
H 2.379465 -2.323285 -2.506481 0.458 -0.727 -0.571
H 1.105538 -2.895049 -3.383803 1.122 -0.032 0.153
O 1.455678 -2.282296 -2.723615 -1.675 0.688 0.360
H -0.424923 -1.955272 -1.357163 0.526 -0.201 0.145
H 0.086072 -2.185613 0.129555 0.177 -0.621 -0.342
O -0.402391 -1.611930 -0.457258 -0.555 1.152 0.551



Record 3
27
Properties=species:S:1:pos:R:3:forces:R:3 method="wB97M-V/def2-TZVPD" largest_force_ev_per_a=3.004 de_lowest_kj_mol=137.26
C -0.653309 -2.805790 -1.762354 0.157 0.518 -2.509
C 0.520145 -2.180602 -1.972736 -1.029 0.720 1.818
Si 1.039141 -0.975385 -0.510177 -1.013 -0.959 0.433
Cl 3.110230 -1.155609 -0.278829 -0.276 0.373 -0.235
N 0.266883 -1.520612 0.942199 0.865 -2.512 -0.766
C -0.380133 -0.881902 2.065693 -1.382 -1.760 0.148
C 0.578929 -0.568590 3.184318 0.007 2.490 1.680
C 0.295251 0.747426 -0.617142 1.832 -0.768 -0.205
C -0.959227 0.824026 -1.169430 -0.130 0.696 -0.680
C -1.527415 2.060429 -1.460308 -2.156 -1.532 -0.931
C -0.844325 3.194913 -1.116223 -0.728 0.496 -0.227
C 0.466537 3.117560 -0.688511 0.143 -0.650 0.243
C 1.042555 1.905134 -0.389064 1.550 -0.598 0.384
H -1.112426 -3.317370 -2.638970 0.363 -0.032 0.838
H -1.337804 -2.566010 -0.990017 -0.150 -0.245 1.172
H 0.890813 -2.294057 -2.978851 0.803 0.065 0.093
H 0.436622 -2.528190 1.177598 -0.077 1.338 -0.479
H -1.076583 -1.715074 2.492026 0.352 1.866 -0.840
H -0.923919 0.010697 1.644309 0.361 -0.817 0.974
H 1.396200 0.058544 2.666339 -0.567 -1.282 1.419
H 0.026119 0.166394 3.894842 0.914 -0.951 -1.043
H 0.868603 -1.409380 3.927582 0.008 1.126 -1.934
H -1.444919 -0.067976 -1.493087 -0.395 -0.531 -0.084
H -2.532894 2.021882 -2.060642 1.874 0.578 1.571
H -1.412566 4.106038 -1.158708 0.426 0.645 -0.447
H 1.125405 3.929422 -0.705215 0.398 1.610 0.476
H 2.142089 1.844080 -0.004640 -2.150 0.115 -0.869



Record 4
132
Properties=species:S:1:pos:R:3:forces:R:3 method="wB97M-V/def2-TZVPD" energy_ha=-2994.6273 largest_force_ev_per_a=2.137
C 0.055709 -3.080853 -3.534281 -0.826 -0.016 -0.941
O 0.189545 -4.492653 -3.365180 -0.133 0.061 0.553
H 0.073723 -2.571355 -2.571843 0.244 -0.210 0.046
H 0.832713 -2.740975 -4.222536 -0.117 0.318 0.284
H -0.919466 -2.838912 -3.973237 -0.039 -0.052 -0.031
H 0.029471 -4.900122 -4.219369 0.058 -0.133 0.049
C -3.175252 -2.146751 3.788153 -0.102 -0.382 -0.136
O -3.785583 -0.912217 4.223372 -0.133 -0.628 -0.574
H -3.008910 -2.787583 4.653694 0.419 0.096 -0.022
H -3.831864 -2.716920 3.123835 -0.202 0.210 0.009
H -2.277363 -1.973509 3.195146 0.217 0.196 0.419
H -4.713909 -1.064498 4.027284 -0.107 0.559 0.272
C -3.575137 1.686704 -4.572306 0.257 0.720 0.462
C -2.891996 0.557334 -3.814260 -0.657 -0.975 -0.705
O -3.773064 -0.542127 -3.550080 0.044 -0.191 0.513
O -4.269442 1.198217 -5.706370 0.013 -0.068 0.174
H -2.808763 2.406050 -4.892650 0.180 -0.140 0.106
H -4.251766 2.272053 -3.934854 -0.104 -0.294 0.173
H -2.429314 0.834522 -2.866512 0.244 0.557 -0.286
H -2.165080 0.120170 -4.500763 0.318 0.189 0.258
H -4.364925 -0.314981 -2.812073 -0.377 0.354 -0.731
H -4.816187 1.932671 -5.997786 -0.053 -0.139 -0.238
C 0.506933 0.659496 1.058537 0.550 -0.114 1.010
C 0.712929 0.091747 -0.339352 -0.871 0.067 0.858
O -0.487260 0.293993 -1.077319 0.050 0.276 -0.228
O -0.544011 -0.056799 1.693010 -0.428 -0.045 -0.558
H 0.345687 1.740290 1.052034 -0.350 0.063 -0.287
H 1.381748 0.524571 1.709075 0.169 0.138 -0.518
H 0.867300 -0.989471 -0.260662 0.490 0.085 -0.098
H 1.526068 0.615958 -0.841305 -0.237 -0.181 -0.163
H -1.214898 -0.023443 -0.522093 0.003 -0.199 -0.264
H -0.849322 0.387060 2.512468 0.033 0.108 -0.320
C -0.910908 -5.460413 0.093459 -0.851 0.130 -1.357
C -1.850961 -4.298445 -0.184849 -0.163 0.394 0.189
O -1.420050 -3.156222 0.539338 -0.081 -0.372 0.465
O 0.319236 -5.313940 -0.588846 0.283 -0.126 0.511
H -1.448220 -6.337179 -0.288948 0.202 -0.215 0.146
H -0.717863 -5.600946 1.154800 0.048 0.191 0.027
H -2.875093 -4.617436 0.046186 0.008 0.155 0.470
H -1.907444 -3.995050 -1.236569 0.366 -0.539 -0.243
H -2.001749 -2.414142 0.357077 -0.110 0.325 -0.322
H 0.185128 -4.930756 -1.468337 -0.181 -0.363 -0.381
C 2.620284 3.971469 0.223214 -0.269 -0.141 0.690
C 3.073407 5.278661 -0.404558 -0.127 -0.293 0.275
O 3.335017 6.270766 0.598839 -0.328 -0.386 -0.362
O 1.491402 4.178023 1.095415 -0.054 0.299 -0.071
H 3.358363 3.486220 0.866427 0.438 0.100 -0.407
H 2.285902 3.266706 -0.538521 0.057 0.021 -0.083
H 2.281410 5.627864 -1.068871 0.041 0.034 -0.140
H 3.971563 5.095224 -0.992271 0.109 0.160 0.033
H 2.511672 6.766139 0.659534 0.223 0.236 0.182
H 1.785749 4.793964 1.780239 0.014 -0.127 -0.006
C 1.187812 -0.339168 7.205726 0.484 -0.551 -0.205
C 0.420804 -0.973941 6.079746 -0.367 1.332 -0.038
O 1.050894 -0.718136 4.835604 -0.158 -0.554 0.062
O 2.419900 -1.041783 7.389678 -0.310 0.071 0.288
H 0.516265 -0.422879 8.068184 0.283 0.150 0.272
H 1.427889 0.704853 6.993293 -0.353 0.106 -0.080
H -0.532316 -0.424092 6.071110 -0.220 -0.325 0.087
H 0.223995 -2.023981 6.313034 0.238 -0.113 -0.294
H 0.452569 -1.085378 4.170292 0.222 0.009 -0.155
H 2.917373 -0.567348 8.062166 0.094 -0.106 -0.031
C -2.336902 3.991539 -1.778974 0.993 1.865 -0.196
C -1.150847 3.630426 -0.888384 -1.525 -0.903 0.279
O -0.934511 4.708532 0.021665 0.433 0.047 -0.162
O -1.993434 5.240505 -2.423711 -0.317 -0.250 -0.102
H -3.238153 4.172569 -1.188674 -0.080 -0.384 0.120
H -2.521866 3.309990 -2.604961 0.083 -0.355 0.299
H -0.302058 3.363027 -1.517328 0.272 0.244 0.128
H -1.472431 2.762534 -0.303311 0.351 -0.278 -0.047
H -0.057526 4.563959 0.445365 -0.242 0.090 -0.309
H -1.683986 5.820902 -1.717868 0.002 -0.028 -0.011
C -5.245635 -0.292388 -0.320284 0.410 0.034 1.016
C -3.746199 -0.099879 -0.091638 -0.160 0.710 0.058
O -2.924027 -1.044520 -0.765360 -0.583 -0.039 0.306
O -5.575022 0.139914 -1.630757 0.024 0.080 0.229
H -5.756454 0.274746 0.463153 -0.093 0.351 -0.239
H -5.548002 -1.327735 -0.141520 0.178 -0.189 -0.285
H -3.479462 -0.067784 0.967189 -0.164 -0.629 0.061
H -3.473445 0.921186 -0.395890 -0.182 -0.019 -0.356
H -3.260358 -1.089590 -1.677568 0.581 -0.231 -0.219
H -6.502381 0.379399 -1.702543 -0.021 -0.108 0.001
C 3.870774 -0.096207 0.132878 -0.617 -0.309 1.394
C 4.019440 -0.023331 1.667762 0.360 0.609 -0.817
O 4.546063 1.222339 2.120147 0.107 0.282 -0.234
O 5.108486 -0.287892 -0.517990 0.020 0.220 -0.014
H 3.280256 0.755046 -0.220376 0.578 0.188 -0.128
H 3.252923 -0.977032 -0.058853 0.176 -0.102 -0.219
H 4.697285 -0.832154 1.952931 -0.315 -0.187 0.281
H 3.040551 -0.057015 2.140987 0.279 -0.537 0.074
H 5.396316 1.385816 1.698781 0.055 -0.099 0.140
H 5.641113 0.511979 -0.482397 -0.042 0.012 -0.105
C 1.531702 -2.440948 2.333411 1.549 -1.429 0.173
C 2.309561 -3.272674 1.311615 -0.751 0.533 -1.592
O 1.690784 -3.175414 0.008114 0.425 0.962 0.285
O 0.335098 -3.097012 2.672005 -0.147 0.478 -0.051
H 1.365060 -1.425774 1.964318 0.011 -0.274 0.011
H 2.193534 -2.415516 3.203433 -0.355 0.275 0.285
H 2.319298 -4.354272 1.461224 0.353 0.166 1.069
H 3.317885 -2.862037 1.201645 0.101 -0.254 0.118
H 1.074354 -3.919889 -0.079204 0.129 -0.153 -0.074
H -0.150441 -3.066366 1.832580 -0.681 -0.184 0.153
C 1.745209 0.686865 -5.310051 -1.115 0.973 0.592
C 0.970550 0.292733 -4.069568 -0.920 -0.254 0.880
O 0.203880 1.363858 -3.518984 0.539 0.307 -0.383
O 2.795214 1.626430 -5.113662 0.374 -0.463 0.225
H 0.998519 1.213636 -5.912243 -0.027 -0.649 -0.551
H 2.102426 -0.250969 -5.731449 0.061 0.444 -0.615
H 1.543959 -0.188740 -3.268987 0.186 0.476 -0.285
H 0.255907 -0.486922 -4.371420 0.162 -0.090 -0.318
H -0.161053 1.029852 -2.683342 -0.047 0.052 0.026
H 2.419420 2.496462 -5.257677 0.058 0.067 0.145
C 2.910183 -2.039037 -2.861911 -0.004 -1.925 -0.927
C 4.005415 -3.035357 -2.479171 -0.480 0.584 0.530
O 5.288834 -2.454258 -2.323674 -0.039 -0.189 0.062
O 2.866804 -1.804631 -4.288990 0.645 0.582 0.688
H 2.966731 -1.139917 -2.251918 0.025 0.145 -0.166
H 1.968537 -2.572439 -2.702074 0.531 0.441 0.745
H 4.049611 -3.838875 -3.212091 0.170 0.156 -0.214
H 3.626729 -3.488610 -1.555545 0.317 -0.050 0.169
H 5.273934 -1.883340 -1.536195 0.025 -0.120 -0.437
H 3.088062 -0.876112 -4.414864 0.381 -0.321 -0.121
C -1.276362 3.360663 3.403473 -0.389 0.906 -1.049
C -1.856882 2.335733 4.321715 0.622 -0.161 1.326
O -1.795571 1.010718 3.815090 -0.394 0.226 -0.188
O -2.258221 3.777707 2.443301 0.216 -0.240 0.083
H -0.392608 3.008623 2.860571 0.066 -0.349 0.285
H -0.972219 4.260171 3.951518 0.055 -0.241 0.392
H -2.858815 2.618818 4.654707 -0.157 -0.037 -0.487
H -1.274679 2.335341 5.254044 0.165 0.144 -0.104
H -2.622179 0.550146 4.021966 -0.010 -0.213 -0.108
H -1.789030 4.276199 1.752395 -0.297 -0.134 -0.121